# 1
C10H30F3NO8 | ωB97M-V/def2-TZVPD

The geometry in XYZ format:
```
52
Properties=species:S:1:pos:R:3:forces:R:3:nbo_charge:R:1
N 0.290044 -0.267814 -0.153087 -0.336 0.605 1.079 -0.9556
H 1.026768 -0.642935 -0.837838 1.125 0.376 -1.586 0.4825
H -0.646101 -0.648965 -0.348055 0.347 0.065 0.203 0.4270
H 0.195449 0.766913 -0.152210 0.277 0.071 -1.062 0.4652
H 0.569607 -0.466738 0.804644 -0.086 -0.426 -0.091 0.3996
C -1.045879 3.366064 -0.894772 1.482 0.061 1.111 0.3238
O -1.586105 3.363004 0.500914 -0.500 0.169 0.080 -0.5973
O -0.039235 2.580211 -1.052503 -0.567 -0.925 -0.313 -0.8499
C -2.273091 3.172037 -1.831955 0.079 -0.005 -0.198 0.9074
F -2.118315 3.850845 -2.988538 0.097 0.078 -0.080 -0.3450
F -2.503236 1.891878 -2.181935 -0.007 -0.090 0.158 -0.3415
F -3.439458 3.631803 -1.301163 -0.155 0.092 -0.107 -0.3610
C -2.227618 2.213913 0.942510 -0.165 -0.540 0.107 -0.0580
C -2.751543 2.490571 2.336394 -0.753 -0.062 -0.153 -0.6110
H -3.464532 3.319536 2.308673 0.237 0.196 -0.042 0.1973
H -3.353123 1.641808 2.682068 0.340 -0.141 0.224 0.1811
H -1.946222 2.734121 3.027144 -0.001 -0.080 0.055 0.1981
H -1.612420 1.303212 0.964861 0.493 0.286 0.057 0.1464
H -3.066867 1.895796 0.303872 -0.164 0.365 -0.064 0.1363
H -0.721346 4.423915 -0.936570 -0.693 0.413 -0.339 0.0993
O 3.537181 -1.673969 -4.732422 -0.264 0.182 0.508 -0.9724
C 2.187783 -1.661913 -4.543212 1.355 -0.883 -1.217 -0.0378
C 1.568479 -1.549496 -3.112749 -0.920 0.603 0.865 -0.0417
O 2.129723 -0.764299 -2.138781 -0.440 -0.312 0.770 -0.9477
H 1.802944 -2.645357 -4.953108 -0.688 -0.166 0.330 0.0298
H 1.694451 -0.955024 -5.260039 -0.224 0.604 0.468 0.0509
H 1.327270 -2.584835 -2.735386 0.570 -0.382 -0.029 0.0314
H 0.507746 -1.184983 -3.281327 -0.067 0.024 -0.538 0.0398
C 1.642668 -3.948321 2.148470 -0.538 -0.157 -0.194 -0.2437
O 1.005428 -3.078661 1.222420 0.071 -0.395 0.306 -0.7163
H 2.291115 -4.665529 1.638332 0.322 0.231 0.077 0.1663
H 2.188194 -3.336230 2.861668 0.152 -0.057 -0.048 0.1781
H 0.898620 -4.552024 2.686493 0.019 0.120 0.175 0.1406
H 0.691466 -3.651979 0.516183 -0.031 0.394 -0.320 0.4722
C 3.705927 0.262270 1.648798 0.708 -0.368 -0.758 -0.2524
O 3.616115 1.672029 1.500349 0.239 -0.177 -0.043 -0.7458
H 2.781649 -0.203096 1.309035 -0.091 -0.260 0.662 0.1861
H 4.480721 -0.205411 1.023053 -0.016 0.431 -0.279 0.1697
H 4.065399 0.023743 2.650651 -0.754 0.111 0.290 0.1497
H 3.411585 1.812036 0.566916 -0.125 0.192 0.058 0.4904
C -2.219472 -1.761799 -1.960570 0.260 -0.419 0.213 -0.2785
O -2.249343 -1.269214 -0.605031 -0.284 0.014 -0.241 -0.7553
H -2.856211 -1.180870 -2.623772 -0.194 -0.080 0.067 0.1771
H -1.210112 -1.715891 -2.377913 0.092 0.189 0.265 0.2319
H -2.493355 -2.816607 -1.897668 -0.278 0.016 -0.425 0.1521
H -3.043692 -0.742677 -0.490465 0.090 0.145 -0.014 0.4790
C -0.384753 0.039750 3.341190 -0.299 0.568 0.940 -0.2442
O 0.595727 0.771689 2.655864 0.157 -0.631 -1.035 -0.7372
H -1.065601 -0.465012 2.655624 0.244 0.209 -0.392 0.1867
H 0.005320 -0.744847 4.001114 0.254 0.125 0.013 0.1494
H -0.987283 0.740655 3.927912 -0.188 -0.285 0.179 0.1600
H 1.087522 1.416723 3.165935 -0.186 -0.094 0.309 0.4869
```
Forces are in eV/Å.

The calculation puts the energy at -1355.05659 Eh. The charge is -2. The highest occupied orbital energy comes out at 0.0486 Eh. The energy above the lowest of the compared OMol25 structures with the same formula, charge and spin is 98.8 kJ/mol. The value obtained for the frontier orbital gap is 2.820 eV.

---

# 2
C40H37NO2P2SiSn | ωB97M-V/def2-TZVPD

The geometry in XYZ format:
```
84
Properties=species:S:1:pos:R:3:forces:R:3:lowdin_charge:R:1
Sn -18.206898 -8.762037 3.123168 0.528 -0.066 0.117 1.1319
C -19.825189 -11.831779 4.166156 0.831 -0.527 0.269 -0.1673
Si -18.168897 -11.248024 3.552395 -0.201 0.363 1.266 0.5552
C -17.834759 -11.730909 1.819112 0.863 -0.517 -1.273 -0.2804
C -17.141758 -12.949460 1.575340 -0.440 1.187 0.109 -0.0572
C -16.768599 -13.311267 0.297856 0.926 0.127 0.128 -0.0464
C -17.145866 -12.541701 -0.772445 -0.808 0.462 -0.148 -0.0286
C -17.878845 -11.379504 -0.591442 1.014 -1.354 0.805 -0.0686
C -18.100265 -10.913071 0.690522 -0.191 -0.343 -0.042 -0.3843
P -18.550943 -9.179995 0.698051 0.123 0.484 0.334 0.9889
C -20.327977 -9.048358 0.535846 -0.447 1.856 0.001 -0.3832
C -20.957480 -7.766434 0.736912 -0.642 -2.590 0.370 -0.0518
C -22.354696 -7.853851 0.871541 0.501 2.496 0.052 -0.0674
C -23.133179 -8.992167 0.769817 0.735 -1.102 -0.529 -0.0530
C -22.495556 -10.195383 0.481530 0.903 -0.001 0.381 -0.0288
C -21.076862 -10.193812 0.364053 -0.390 -1.192 0.244 -0.0687
C -17.671874 -8.254939 -0.581619 -0.935 -0.386 0.490 -0.3601
C -16.336257 -7.974449 -0.480575 1.452 -0.041 -0.553 -0.0556
C -15.730884 -7.361865 -1.614526 1.052 0.216 0.716 -0.0482
C -16.442347 -7.111758 -2.770946 -1.492 -0.301 -0.073 -0.0494
C -17.817490 -7.450752 -2.841683 0.108 1.437 -0.295 -0.0343
C -18.430146 -7.910769 -1.693446 -0.105 -0.600 -0.603 -0.0897
C -16.614412 -11.433448 4.603357 -0.037 -0.935 -0.026 -0.2768
C -16.391192 -12.641356 5.330061 1.217 1.964 -0.815 -0.0520
C -15.160217 -12.866649 5.958634 -1.368 2.211 -1.097 -0.0112
C -14.255491 -11.798545 6.037439 -0.579 -0.950 0.356 -0.0296
C -14.534753 -10.571059 5.482997 0.871 -0.634 0.108 -0.0782
C -15.606769 -10.460486 4.624090 -0.854 1.742 0.535 -0.3584
P -15.663034 -8.809294 3.773079 -1.371 -1.380 -0.195 1.0298
C -14.548140 -9.075571 2.412312 0.110 2.619 0.171 -0.4085
C -14.354908 -10.309234 1.943046 1.371 -2.580 -2.588 -0.0846
C -13.508956 -10.535685 0.814611 -0.298 0.166 -0.047 -0.0401
C -12.921763 -9.467586 0.158891 0.608 0.621 0.610 -0.0431
C -13.125041 -8.122423 0.652416 -0.414 -1.578 0.800 -0.0402
C -13.946316 -7.954787 1.789329 0.348 0.629 -0.566 -0.1012
C -15.180860 -7.455207 4.760758 0.278 0.732 0.727 -0.3860
C -16.132689 -6.686745 5.444315 0.108 0.114 0.636 -0.0865
C -15.737854 -5.609323 6.235888 -1.675 0.789 0.109 -0.0487
C -14.413013 -5.172372 6.228025 -1.551 0.656 0.934 -0.0440
C -13.528242 -5.909862 5.512117 2.971 -0.206 0.246 -0.0799
C -13.842594 -7.075593 4.867848 -0.024 -0.347 -1.013 -0.0970
H -19.858284 -12.922221 4.118053 -0.275 -0.021 -0.432 0.0462
H -20.488437 -11.349086 3.447731 -0.514 -0.294 0.272 0.0297
H -20.050195 -11.619922 5.213571 -0.052 0.521 -0.249 0.0531
H -16.769728 -13.518047 2.405872 -0.090 -0.327 0.351 0.1051
H -16.011534 -14.063463 0.133503 -0.323 -0.521 0.110 0.1235
H -16.868290 -12.786050 -1.766119 0.266 -0.431 -0.714 0.1148
H -18.172888 -10.846611 -1.441293 -0.290 0.983 -1.114 0.1040
H -20.354521 -6.877283 0.929901 -0.496 -0.143 -0.301 0.1084
H -22.866984 -6.907762 1.067886 0.040 -0.264 -0.034 0.1172
H -24.211179 -8.974464 0.876578 0.130 0.208 0.112 0.1216
H -23.064138 -11.129002 0.481232 0.316 0.299 -0.322 0.1201
H -20.469432 -11.114984 0.224969 -1.056 0.451 0.023 0.1124
H -15.761890 -8.302898 0.418888 -0.497 0.563 -1.079 0.0825
H -14.671274 -7.015036 -1.622077 -0.902 -0.558 0.371 0.1183
H -16.025851 -6.593043 -3.626425 0.332 -0.199 0.160 0.1172
H -18.407704 -7.137309 -3.737872 0.558 -0.585 0.896 0.1344
H -19.484064 -8.117257 -1.622231 -0.292 0.102 -0.468 0.0985
H -17.154933 -13.368762 5.324448 -0.657 -0.882 0.145 0.0959
H -15.090343 -13.799089 6.401036 0.926 -1.572 1.012 0.0958
H -13.341703 -11.875964 6.573865 0.541 -0.338 0.523 0.1119
H -13.828977 -9.787206 5.750990 -0.255 0.187 -0.563 0.1203
H -14.830987 -11.184587 2.313360 -0.346 -0.430 0.703 0.0953
H -13.277633 -11.539986 0.395147 -0.516 0.701 0.750 0.1269
H -12.199167 -9.768321 -0.637536 -0.772 0.967 0.497 0.1298
H -12.604749 -7.289805 0.201582 -0.129 0.073 -0.030 0.1103
H -14.202083 -6.956498 2.232973 0.628 -0.887 -0.787 0.1305
H -17.200467 -6.883409 5.496426 0.031 -0.302 -0.344 0.0655
H -16.603930 -5.076346 6.765722 1.738 -0.689 -0.662 0.1289
H -14.115649 -4.287596 6.799580 -0.043 -0.370 -0.313 0.1299
H -12.449771 -5.667316 5.538212 -0.746 0.148 -0.045 0.1346
H -13.036332 -7.601660 4.344365 -0.436 0.025 0.263 0.1238
N -19.178880 -6.016260 6.423298 0.810 2.154 0.188 0.0147
C -19.879875 -5.055994 5.536556 0.274 -1.409 -0.700 -0.1925
C -20.469966 -5.704250 4.265778 -0.767 2.474 -0.195 -0.0871
C -19.721382 -6.807778 3.772276 2.092 -0.518 -1.443 -0.6570
O -18.880433 -6.724820 2.798303 0.106 0.405 0.437 -0.1090
O -19.780561 -7.931302 4.315651 -0.455 -1.171 1.070 -0.0656
H -19.709474 -6.768402 6.805132 -0.993 -0.530 -0.211 0.0757
H -19.027789 -5.406861 7.233846 0.499 -0.606 0.033 0.0901
H -19.192692 -4.283944 5.171789 0.188 -0.299 0.473 0.1280
H -20.685467 -4.577316 6.032763 -0.818 0.627 0.446 0.1065
H -20.542890 -4.893712 3.534736 0.256 -0.261 -0.170 0.1443
H -21.472337 -6.026842 4.369403 -1.107 -0.524 0.692 0.1291
```
Forces are in eV/Å.

The calculation puts the energy at -2937.69039 Eh. The charge is +2. The highest occupied orbital energy comes out at -0.5012 Eh. The value obtained for the frontier orbital gap is 8.029 eV.